{"formula": "C70H155N13", "method": "ωB97M-V/def2-TZVPD", "species": ["N", "C", "C", "C", "C", "H", "H", "H", "H", "H", "N", "C", "C", "C", "C", "H", "H", "H", "H", "H", "N", "C", "C", "C", "C", "H", "H", "H", "H", "H", "N", "C", "C", "C", "C", "H", "H", "H", "H", "H", "C", "C", "N", "C", "C", "C", "C", "H", "H", "H", "H", "H", "H", "H", "H", "H", "H", "H", "H", "H", "H", "H", "C", "C", "N", "C", "C", "C", "C", "H", "H", "H", "H", "H", "H", "H", "H", "H", "H", "H", "H", "H", "H", "H", "C", "C", "N", "C", "C", "C", "C", "H", "H", "H", "H", "H", "H", "H", "H", "H", "H", "H", "H", "H", "H", "H", "C", "C", "N", "C", "C", "C", "C", "H", "H", "H", "H", "H", "H", "H", "H", "H", "H", "H", "H", "H", "H", "H", "C", "C", "N", "C", "C", "C", "C", "H", "H", "H", "H", "H", "H", "H", "H", "H", "H", "H", "H", "H", "H", "H", "C", "C", "N", "C", "C", "C", "C", "H", "H", "H", "H", "H", "H", "H", "H", "H", "H", "H", "H", "H", "H", "H", "C", "C", "N", "C", "C", "C", "C", "H", "H", "H", "H", "H", "H", "H", "H", "H", "H", "H", "H", "H", "H", "H", "C", "C", "N", "C", "C", "C", "C", "H", "H", "H", "H", "H", "H", "H", "H", "H", "H", "H", "H", "H", "H", "H", "C", "C", "N", "C", "C", "C", "C", "H", "H", "H", "H", "H", "H", "H", "H", "H", "H", "H", "H", "H", "H", "H"], "positions_angstrom": [[-1.354855, 5.663731, -3.426341], [-0.388299, 5.253866, -2.598318], [-0.899076, 4.705031, -1.472064], [-2.313298, 4.755068, -1.608540], [-2.552924, 5.337722, -2.816107], [-1.308049, 6.112656, -4.320242], [0.672268, 5.365155, -2.832597], [-0.274138, 4.197816, -0.695417], [-3.078801, 4.372462, -0.961727], [-3.489046, 5.553532, -3.296300], [5.113704, -3.336470, -0.063914], [4.375750, -2.386404, -0.694016], [5.097108, -1.220477, -0.658925], [6.368660, -1.504966, 0.002303], [6.288669, -2.791712, 0.427624], [4.935435, -4.309363, -0.011325], [3.441156, -2.632724, -1.171336], [4.785527, -0.277852, -1.082308], [7.150434, -0.880908, 0.328252], [7.030499, -3.398918, 0.965465], [1.114776, 3.840037, 3.948490], [1.955742, 4.816898, 3.546166], [3.226320, 4.383250, 3.769729], [3.108984, 3.031653, 4.320631], [1.773535, 2.745938, 4.399080], [0.097161, 3.863916, 3.769863], [1.456714, 5.705267, 3.165098], [4.180348, 4.861703, 3.571020], [3.898260, 2.425638, 4.716446], [1.259784, 1.908215, 4.801212], [-2.214579, 0.616585, 0.316006], [-3.169491, 0.002042, 1.090345], [-4.379550, 0.542263, 0.808750], [-4.193102, 1.514222, -0.229400], [-2.832376, 1.520411, -0.504449], [-1.286905, 0.226965, 0.166392], [-2.940436, -0.830315, 1.731826], [-5.276670, 0.421718, 1.377897], [-4.938645, 2.185103, -0.548621], [-2.160890, 2.066786, -1.187576], [4.875132, -0.186946, -5.239127], [3.703271, 0.618293, -4.635852], [2.402984, 0.406744, -5.299322], [1.890101, -0.938281, -5.053119], [0.373354, -0.994843, -5.327912], [2.367546, 0.729480, -6.712059], [2.940391, 2.127705, -6.950195], [4.660275, -1.236467, -5.077964], [5.855256, 0.020451, -4.791756], [5.044166, 0.063225, -6.268606], [3.543132, 0.316854, -3.589322], [3.971187, 1.664139, -4.611525], [2.442815, -1.592762, -5.771455], [2.059868, -1.204638, -4.000899], [-0.077084, -1.930320, -4.992479], [-0.082848, -0.159299, -4.815518], [0.127624, -0.878489, -6.364219], [1.318954, 0.815370, -7.058594], [2.876109, -0.072540, -7.284166], [4.002358, 2.142571, -6.637463], [2.396333, 2.846508, -6.350379], [2.919496, 2.418482, -7.985784], [2.822080, 5.824117, -0.048743], [3.550440, 6.132048, -1.322308], [3.089647, 5.322417, -2.532158], [3.778474, 5.829116, -3.731383], [3.117919, 5.130009, -4.957909], [3.148137, 3.845180, -2.338271], [4.530726, 3.218277, -2.343928], [1.763503, 6.087798, -0.172818], [3.167513, 6.470693, 0.720230], [2.938549, 4.801868, 0.344754], [3.317158, 7.182070, -1.530725], [4.631619, 6.090115, -1.190162], [3.544871, 6.863553, -3.885433], [4.863364, 5.619094, -3.722043], [2.041426, 5.059138, -4.844389], [3.316545, 5.586422, -5.958791], [3.431684, 4.082378, -4.958807], [2.447364, 3.473421, -3.122748], [2.577459, 3.681347, -1.416935], [5.238637, 3.696301, -1.596443], [5.128581, 3.238440, -3.299744], [4.485935, 2.141849, -2.069370], [4.185841, -1.267740, 2.980719], [4.436280, -0.271108, 4.135909], [4.307461, -0.904751, 5.438945], [3.891215, 0.025040, 6.492065], [4.886803, 1.100533, 6.984210], [5.544064, -1.661668, 5.775064], [5.482027, -2.474715, 7.103517], [4.413616, -0.792882, 2.056502], [3.099071, -1.439944, 3.011202], [4.726848, -2.191684, 3.017782], [5.474207, 0.098517, 3.956672], [3.773802, 0.563836, 4.129208], [3.110381, 0.578347, 5.997211], [3.427964, -0.544521, 7.269191], [5.572473, 0.682714, 7.727620], [5.539736, 1.533183, 6.199459], [4.441669, 1.935925, 7.547177], [6.503736, -1.081279, 5.719986], [5.621147, -2.334126, 4.925869], [6.304739, -3.170250, 7.257264], [4.655548, -3.168186, 6.922448], [5.245538, -1.859615, 7.975660], [-4.074277, 5.184617, 4.368228], [-2.602260, 4.864628, 4.546503], [-2.108281, 4.045821, 3.358615], [-2.682369, 2.718174, 3.275897], [-2.035459, 1.744050, 4.228806], [-2.294748, 4.693439, 2.098429], [-1.629675, 6.047575, 1.919018], [-4.308892, 6.044441, 3.742103], [-4.566234, 5.372863, 5.341454], [-4.631106, 4.288922, 3.935101], [-2.031923, 5.770052, 4.586320], [-2.316612, 4.200721, 5.384476], [-2.677687, 2.364136, 2.256660], [-3.780229, 2.767975, 3.371166], [-1.106904, 1.390410, 3.775167], [-2.615422, 0.841063, 4.468355], [-1.766624, 2.208471, 5.238474], [-1.783866, 4.022528, 1.425859], [-3.339259, 4.726583, 1.762545], [-0.576411, 6.014446, 2.280551], [-1.762569, 6.442503, 0.902991], [-2.144880, 6.809403, 2.503244], [-6.481305, -4.722663, 3.789238], [-5.543263, -3.812735, 3.001807], [-4.224948, -4.403955, 2.777640], [-4.273223, -5.311123, 1.653871], [-3.315842, -6.526787, 1.758516], [-3.156307, -3.381454, 2.612776], [-2.872444, -2.664732, 3.879296], [-6.788012, -5.693031, 3.314220], [-7.393743, -4.262111, 4.108506], [-5.958090, -5.007348, 4.656879], [-6.018405, -3.523297, 2.082515], [-5.492037, -2.943352, 3.696234], [-5.333648, -5.673666, 1.465328], [-3.909628, -4.802475, 0.775757], [-2.241972, -6.289147, 1.938412], [-3.639563, -7.200960, 2.562860], [-3.359515, -7.093753, 0.804411], [-3.538408, -2.608598, 1.942917], [-2.270598, -3.900300, 2.263917], [-2.075434, -1.941739, 3.730496], [-2.484330, -3.392085, 4.589201], [-3.777888, -2.245571, 4.274352], [3.867903, -7.660207, 2.899872], [2.546450, -7.151299, 3.487595], [1.813152, -6.317677, 2.477831], [2.400271, -5.051308, 2.215559], [1.664617, -4.212424, 1.168344], [0.327685, -6.305057, 2.678524], [-0.174582, -5.638680, 3.933173], [4.570236, -6.819422, 2.778099], [3.711895, -8.013847, 1.913811], [4.363266, -8.350066, 3.579323], [1.945996, -8.007245, 3.894618], [2.727230, -6.433739, 4.320337], [2.458575, -4.342596, 3.103337], [3.463740, -5.166388, 1.911411], [0.612603, -3.870884, 1.489282], [2.266141, -3.375853, 0.893501], [1.554806, -4.738428, 0.206337], [-0.044023, -7.346375, 2.658897], [-0.175863, -5.847959, 1.757501], [0.132384, -4.533401, 3.951815], [0.257324, -6.106802, 4.822584], [-1.259009, -5.661701, 3.966159], [-1.779927, -3.230797, -0.698000], [-3.091908, -2.645318, -1.250653], [-3.559549, -3.315380, -2.448975], [-2.704623, -3.000526, -3.604838], [-3.099576, -3.697437, -4.860403], [-4.990002, -3.163025, -2.706457], [-5.746731, -4.465975, -2.537826], [-1.551164, -2.766199, 0.271811], [-1.008293, -3.067667, -1.408087], [-1.869029, -4.330978, -0.484731], [-3.898441, -2.722660, -0.545887], [-2.877013, -1.595479, -1.501695], [-2.639662, -1.898034, -3.767338], [-1.717766, -3.424424, -3.400080], [-2.361745, -3.410526, -5.626959], [-3.115107, -4.808423, -4.768770], [-4.128763, -3.432095, -5.129981], [-5.198407, -2.733811, -3.676334], [-5.341306, -2.458031, -1.999840], [-5.466236, -5.176611, -3.305842], [-6.845036, -4.369257, -2.579033], [-5.446644, -4.885827, -1.588569], [-5.804545, -0.159627, -6.461367], [-5.772982, 1.169981, -5.811473], [-4.814414, 1.279613, -4.706379], [-3.482751, 1.679698, -5.233867], [-2.316261, 1.256883, -4.292843], [-5.356776, 2.289536, -3.738269], [-6.607878, 1.714865, -2.931054], [-4.785330, -0.521363, -6.590848], [-6.354575, -0.238232, -7.416825], [-6.296152, -0.815800, -5.721050], [-5.581149, 1.987109, -6.582181], [-6.762930, 1.469962, -5.431974], [-3.457497, 2.767385, -5.366181], [-3.376059, 1.123224, -6.204876], [-2.653541, 1.436191, -3.258142], [-1.479687, 1.907290, -4.454168], [-2.083182, 0.202008, -4.384738], [-4.588378, 2.585431, -2.972050], [-5.637567, 3.206013, -4.272739], [-6.358966, 0.887000, -2.206049], [-7.053949, 2.526665, -2.357683], [-7.384557, 1.449858, -3.664808], [0.507147, 1.023187, -2.278512], [1.199290, 0.023596, -1.289473], [0.804562, 0.273123, 0.079118], [1.277663, 1.544977, 0.601300], [2.847063, 1.617090, 0.943104], [1.203491, -0.875541, 0.860663], [0.643430, -0.883155, 2.281922], [-0.588297, 0.862999, -2.314384], [0.946769, 0.905777, -3.309537], [0.790605, 2.082205, -2.120354], [0.928499, -1.023562, -1.461103], [2.323947, 0.070447, -1.354797], [0.951774, 2.248243, -0.132828], [0.800720, 1.765979, 1.522708], [3.429936, 1.277378, 0.086232], [3.107987, 2.665978, 1.194758], [3.031691, 0.950936, 1.823985], [2.312994, -0.953410, 0.957717], [0.886651, -1.785261, 0.368090], [1.124931, -0.115376, 2.855546], [0.865335, -1.854482, 2.725621], [-0.462614, -0.769073, 2.210388]], "forces_ev_per_a": [[-1.965, -0.291, 0.386], [2.979, 0.174, -0.180], [0.344, -1.103, 1.130], [0.055, -0.046, -0.231], [-0.484, 0.404, -0.558], [0.386, 0.005, 0.008], [-0.331, 0.072, -0.014], [-0.822, 0.738, -0.689], [-0.040, -0.033, 0.257], [-0.123, 0.059, -0.075], [0.987, 0.122, 0.911], [0.398, 0.327, -0.266], [0.995, 0.071, 0.079], [-2.063, -0.242, 0.095], [0.168, -1.024, -0.563], [-0.482, -0.587, 0.001], [-0.027, 0.096, 0.079], [0.040, -0.024, 0.012], [0.610, 0.974, -0.087], [-0.621, 0.322, -0.341], [-2.245, -0.468, -0.325], [-0.573, 0.417, -0.160], [0.938, -1.378, 0.415], [0.089, 1.363, -0.204], [0.758, 0.582, -0.040], [0.477, 0.058, 0.194], [0.772, -0.021, -0.025], [-0.401, 0.129, 0.039], [0.258, 0.023, -0.114], [-0.330, -0.505, 0.140], [-0.920, -0.847, 0.043], [0.597, -0.335, -0.003], [-0.235, 0.957, -0.385], [1.506, -0.562, 0.956], [0.459, 0.278, -0.381], [0.351, 0.466, 0.047], [0.259, 0.226, 0.148], [-0.382, -0.384, -0.003], [-0.564, 0.602, -0.614], [-0.908, -0.124, 0.360], [-0.026, 0.270, 0.894], [0.135, -0.626, -0.017], [0.008, 0.341, 0.816], [-0.325, 0.105, -0.994], [0.601, -0.107, 0.452], [-0.315, 0.723, -0.207], [1.098, -0.767, 0.416], [0.201, -0.321, -0.400], [-0.365, 0.078, 0.437], [-0.286, -0.186, -0.772], [0.158, 0.096, -0.216], [-0.211, 0.368, -0.053], [-0.389, -0.373, 0.782], [0.214, -0.076, -0.339], [0.087, 0.002, 0.116], [-0.171, 0.010, 0.226], [0.016, -0.037, -0.699], [0.408, -0.547, 0.255], [-0.085, 0.372, -0.208], [-0.467, 0.248, -0.212], [-0.119, 0.117, 0.033], [-0.189, 0.050, -0.473], [-0.788, -0.705, -0.043], [-0.459, -0.461, -1.351], [0.916, 1.148, 1.400], [-1.285, -1.757, -0.941], [0.732, -0.335, -0.199], [-0.992, 1.310, -0.850], [1.676, -0.513, 0.452], [0.036, -0.467, 0.015], [0.523, 0.638, 0.759], [-0.138, 0.291, -0.296], [0.114, -0.123, -0.362], [0.302, -0.231, 0.007], [0.306, 0.811, 0.553], [-0.197, 0.375, -0.021], [-0.292, 0.374, 0.176], [0.157, -0.278, 0.911], [0.197, 0.160, -0.380], [0.844, -0.323, 0.354], [0.507, -0.284, 0.046], [-1.011, -0.405, -0.602], [-1.022, 0.214, 0.606], [-0.101, 0.590, -0.086], [-1.700, 1.070, 1.091], [1.843, -1.411, -0.381], [1.393, -0.206, 1.212], [0.166, 1.084, -1.281], [0.896, -0.281, 0.631], [0.335, -0.110, -0.034], [-1.229, -0.117, -1.435], [0.251, 0.347, -0.891], [0.384, -0.495, -0.216], [0.313, -0.446, 0.317], [-0.362, 0.275, 0.377], [-0.535, 0.389, -0.513], [-0.766, 0.224, 0.120], [-0.056, -0.181, 0.808], [0.170, -0.213, -0.145], [-0.583, -0.299, 0.160], [-0.375, -0.280, -0.524], [-0.795, 0.242, 0.188], [0.288, -0.519, 0.142], [0.491, 0.586, 0.045], [-0.338, 0.129, 0.440], [0.322, -0.164, -0.086], [-1.538, -1.180, 0.822], [0.095, -1.944, -1.564], [0.507, 0.904, 1.184], [-1.315, 0.007, 0.476], [0.659, -0.129, 1.348], [0.595, 0.330, -1.263], [-0.193, 0.508, 0.749], [0.383, 0.003, -0.117], [0.248, -0.004, -0.354], [0.668, 1.229, 0.537], [0.538, 0.396, 0.137], [-0.680, 0.757, 0.027], [0.826, -0.180, -0.418], [0.037, -0.116, 0.643], [0.160, 0.008, 0.139], [-0.118, 0.352, -0.279], [-0.377, -0.471, -1.349], [-0.018, -0.250, -0.753], [-0.200, 0.089, 0.109], [-0.604, 0.103, -0.631], [0.548, -0.550, 0.037], [0.024, 0.076, 0.423], [-0.145, -1.530, -1.153], [-0.307, 0.104, 1.466], [-0.059, 0.332, 0.678], [0.213, -1.229, -0.335], [-0.215, -0.387, 0.035], [-1.593, -0.547, -0.114], [0.948, -0.780, 0.777], [0.418, 0.884, -0.029], [-0.517, 0.635, -0.038], [0.652, -0.410, 1.301], [-0.186, 0.520, -0.752], [0.362, -0.238, -0.919], [1.312, 0.423, 0.271], [-0.341, 0.543, -0.837], [-0.896, 0.202, -0.132], [0.119, 0.123, -0.123], [0.026, 0.279, 0.494], [0.309, -0.282, -0.878], [0.128, 0.120, -0.404], [-0.142, 0.435, 0.043], [-0.043, 0.006, 0.361], [-0.136, 0.587, 0.319], [0.256, 1.509, 1.090], [-0.301, 1.204, -0.064], [-1.531, -1.931, 0.242], [0.475, 1.838, 0.464], [-1.412, -0.704, -0.368], [0.124, -0.200, -1.549], [0.781, 1.845, 0.183], [-0.173, -0.170, 0.156], [-0.207, -0.924, -0.819], [-0.099, -0.321, -0.213], [0.177, 0.893, -0.699], [0.234, -0.769, 0.111], [0.006, -0.802, -0.197], [-0.632, -0.100, 0.031], [1.691, -0.420, -0.368], [0.362, 0.903, 0.288], [-0.216, -0.255, 0.335], [0.454, 0.244, 0.053], [0.897, -0.444, 1.180], [-0.383, -1.384, 0.033], [-0.227, 0.054, -0.015], [-0.180, -0.105, 0.180], [-1.451, -0.962, 1.020], [0.716, -0.203, -0.572], [0.527, -0.493, -1.083], [0.089, -0.364, 0.998], [-0.631, -0.749, -0.756], [0.236, -0.289, -0.018], [-0.237, -0.088, -0.133], [0.160, 0.134, -0.353], [0.961, 0.106, -0.424], [0.026, 0.855, -0.375], [-0.184, 0.219, 0.650], [-0.296, 0.294, 0.352], [0.074, -0.417, 0.072], [0.205, 0.589, 0.339], [-0.578, -0.165, -0.070], [0.286, 0.723, 0.142], [0.396, 0.112, -0.516], [0.088, 0.221, -0.315], [-0.719, 0.902, 0.777], [0.155, -0.188, -0.204], [0.398, 0.203, 0.107], [-0.127, -0.285, 0.364], [-0.383, -1.400, 0.405], [-0.316, 2.618, -0.676], [-0.213, 0.780, 0.376], [0.014, -1.403, 0.284], [-1.905, 0.544, 0.291], [0.055, -1.244, 1.318], [0.897, 0.340, -0.571], [0.009, -0.161, -0.199], [0.271, 0.326, 0.466], [0.253, -0.204, -0.486], [0.105, -0.638, 0.598], [0.285, -0.468, -0.203], [0.033, 0.031, -0.381], [0.052, 0.902, 0.680], [0.169, -0.138, -0.301], [0.748, 0.067, -0.214], [0.117, 0.009, -0.104], [-0.408, -0.421, -0.889], [-0.134, 0.062, -0.021], [-0.125, 0.736, -1.124], [0.112, 0.139, 0.170], [0.230, -0.408, 0.532], [1.229, -0.567, -0.914], [0.315, 1.127, -0.659], [-0.338, -0.652, 0.314], [1.982, -0.626, 0.114], [-1.535, -0.049, 0.004], [0.807, -0.132, 1.200], [-0.760, -0.507, -1.106], [0.683, 0.249, 0.089], [-0.598, -0.335, 0.825], [-0.538, -0.510, 0.522], [-0.104, 0.245, -0.564], [-0.689, 0.041, -0.329], [0.150, 0.928, -0.239], [-0.821, 0.203, 0.860], [0.176, 0.052, 0.139], [-0.083, -0.687, -0.034], [0.046, 0.747, -0.769], [-0.421, 0.024, -0.326], [-0.250, -0.072, -0.302], [-0.107, 0.513, 0.585], [-0.043, 0.050, 0.170], [0.659, 0.162, 0.428]], "lowdin_charge": [0.036, -0.169, -0.119, -0.123, -0.138, 0.146, 0.094, 0.101, 0.081, 0.102, 0.017, -0.154, -0.101, -0.093, -0.145, 0.128, 0.109, 0.063, 0.079, 0.119, 0.014, -0.157, -0.090, -0.102, -0.151, 0.122, 0.102, 0.090, 0.056, 0.096, 0.045, -0.169, -0.102, -0.089, -0.145, 0.105, 0.075, 0.092, 0.068, 0.090, -0.067, -0.246, -0.206, -0.245, -0.073, -0.256, -0.082, 0.065, 0.077, 0.056, 0.095, 0.067, 0.117, 0.108, 0.065, 0.029, 0.059, 0.115, 0.119, 0.071, 0.058, 0.070, -0.097, -0.236, -0.187, -0.240, -0.093, -0.251, -0.086, 0.078, 0.060, 0.055, 0.112, 0.104, 0.100, 0.113, 0.058, 0.089, 0.027, 0.103, 0.085, 0.093, 0.079, 0.053, -0.063, -0.248, -0.174, -0.241, -0.085, -0.245, -0.078, 0.037, 0.056, 0.058, 0.124, 0.058, 0.078, 0.100, 0.056, 0.075, 0.075, 0.117, 0.088, 0.065, 0.069, 0.060, -0.093, -0.193, -0.203, -0.280, -0.067, -0.300, -0.067, 0.067, 0.076, 0.082, 0.094, 0.106, 0.080, 0.103, 0.048, 0.069, 0.089, 0.093, 0.121, 0.068, 0.072, 0.060, -0.093, -0.261, -0.168, -0.258, -0.072, -0.260, -0.086, 0.083, 0.060, 0.053, 0.106, 0.113, 0.133, 0.076, 0.036, 0.072, 0.079, 0.086, 0.100, 0.061, 0.076, 0.060, -0.095, -0.233, -0.189, -0.290, -0.101, -0.267, -0.096, 0.061, 0.060, 0.070, 0.125, 0.111, 0.124, 0.101, 0.082, 0.021, 0.089, 0.115, 0.100, 0.092, 0.071, 0.053, -0.074, -0.249, -0.174, -0.271, -0.099, -0.258, -0.071, 0.049, 0.040, 0.089, 0.092, 0.112, 0.115, 0.103, 0.075, 0.092, 0.060, 0.094, 0.093, 0.062, 0.078, 0.055, -0.096, -0.327, -0.175, -0.226, -0.078, -0.225, -0.081, 0.063, 0.083, 0.077, 0.129, 0.092, 0.104, 0.117, 0.046, 0.064, 0.038, 0.094, 0.105, 0.076, 0.058, 0.050, -0.043, -0.222, -0.211, -0.188, -0.021, -0.282, -0.060, 0.054, 0.059, 0.050, 0.104, 0.104, 0.066, 0.084, 0.036, 0.062, 0.054, 0.094, 0.076, 0.051, 0.060, 0.068], "fmax_ha_per_bohr": 0.05814, "homo_ev": -8.01, "lumo_ev": 0.608, "orbital_gap_ev": 8.62, "total_energy_ev": -94470.1456}